1.
The following is a DFT calculation (wB97M-V/def2-TZVPD) of a molecular structure, C39H47Ge2N4O2Se2SnTe.

XYZ file:
```
98
Properties=species:S:1:pos:R:3:forces:R:3
Sn 1.517 -1.006 1.072 -0.022 0.027 -0.010
C 5.359 0.560 -1.665 -0.020 -0.049 -0.035
C 3.918 0.493 -1.239 0.040 -0.020 0.044
O 3.611 -0.224 -0.295 0.000 0.061 0.017
C 2.922 1.325 -1.954 -0.022 0.016 -0.024
C 3.328 2.540 -2.515 0.015 0.003 0.022
C 2.429 3.413 -3.096 -0.014 -0.006 0.007
C 1.086 3.065 -3.143 0.009 0.004 -0.002
C 0.660 1.856 -2.622 -0.022 -0.018 -0.040
C 1.562 0.974 -2.030 -0.033 -0.006 0.022
O 1.123 -0.206 -1.528 0.039 -0.027 0.020
H 5.921 -0.190 -1.116 0.005 -0.002 -0.006
H 5.779 1.543 -1.446 -0.006 0.004 0.019
H 5.455 0.395 -2.738 -0.001 0.022 -0.002
H 4.371 2.821 -2.470 0.008 -0.006 0.002
H 2.769 4.354 -3.505 0.000 0.001 0.000
H 0.364 3.736 -3.590 -0.001 0.002 -0.004
H -0.390 1.586 -2.659 0.011 -0.003 -0.009
C -3.254 3.275 -1.666 0.001 0.005 -0.001
C -2.121 3.447 -0.654 0.023 0.008 -0.001
Ge -1.631 1.776 0.269 -0.013 0.025 -0.004
C -2.669 1.399 1.895 0.018 0.015 -0.011
C -4.038 2.080 1.880 -0.002 -0.004 -0.008
C -2.233 0.349 -0.931 -0.041 -0.052 0.019
C -1.905 -0.603 -1.804 0.012 0.083 -0.018
Ge -0.161 -1.196 -2.445 -0.020 -0.030 0.033
C 0.235 -0.898 -4.341 -0.007 0.002 0.007
C 0.221 -2.176 -5.183 0.002 -0.002 0.000
C 0.285 -2.992 -1.832 0.004 0.005 0.019
C -0.678 -4.103 -2.260 0.000 -0.002 0.006
C -2.974 -1.510 -2.313 -0.012 -0.013 -0.006
C -3.800 -2.182 -1.412 -0.007 0.001 0.012
C -4.770 -3.061 -1.870 -0.001 0.002 0.000
C -4.925 -3.284 -3.232 0.002 -0.001 -0.005
C -4.109 -2.620 -4.135 -0.004 -0.004 0.007
C -3.135 -1.743 -3.678 0.007 0.009 -0.007
H -3.482 4.224 -2.155 -0.001 0.001 -0.001
H -4.173 2.925 -1.191 0.001 -0.001 0.000
H -2.996 2.554 -2.443 -0.001 -0.003 0.001
H -2.392 4.186 0.100 0.001 -0.001 0.006
H -1.219 3.819 -1.145 -0.002 0.001 0.009
H -2.088 1.673 2.776 0.004 0.026 0.012
H -2.787 0.315 1.927 0.005 -0.007 0.011
H -3.963 3.165 1.783 0.008 -0.001 0.007
H -4.584 1.872 2.801 0.000 -0.002 -0.001
H -4.654 1.723 1.052 -0.002 0.004 -0.003
H -3.315 0.380 -0.736 -0.003 -0.011 -0.003
H 1.228 -0.443 -4.372 0.011 0.006 0.005
H -0.451 -0.153 -4.747 0.001 0.006 0.002
H 0.894 -2.933 -4.775 0.004 0.005 -0.003
H 0.545 -1.968 -6.203 -0.004 0.003 -0.003
H -0.774 -2.618 -5.237 0.000 0.000 0.006
H 0.315 -2.948 -0.742 0.021 -0.005 -0.016
H 1.302 -3.201 -2.177 -0.004 0.012 -0.014
H -1.677 -3.939 -1.856 0.003 0.001 0.000
H -0.325 -5.071 -1.899 0.004 -0.002 -0.005
H -0.770 -4.173 -3.344 -0.004 -0.004 -0.002
H -3.651 -2.031 -0.350 0.004 0.002 -0.006
H -5.402 -3.580 -1.161 -0.001 0.000 0.000
H -5.681 -3.972 -3.587 0.000 0.000 -0.001
H -4.234 -2.779 -5.198 0.000 0.000 0.000
H -2.518 -1.212 -4.393 0.003 0.000 -0.001
Se 0.041 -0.954 3.642 0.064 0.085 -0.005
C -0.818 -1.517 2.162 -0.008 -0.166 -0.058
N -1.094 -1.863 1.079 -0.069 0.082 0.065
Se 5.159 -3.840 2.272 0.010 -0.006 0.006
N 4.499 -5.477 2.175 -0.001 0.007 -0.007
C 3.205 -5.350 1.956 0.003 0.011 0.013
C 2.266 -6.417 1.808 0.001 -0.003 0.003
C 0.973 -6.082 1.588 -0.005 0.003 0.025
C 0.582 -4.703 1.507 0.016 -0.012 0.018
N 1.398 -3.700 1.635 0.003 -0.022 -0.074
C 2.713 -4.000 1.862 -0.022 0.010 0.035
N 3.603 -3.038 2.004 0.009 0.005 -0.011
H 2.602 -7.442 1.876 -0.001 0.000 -0.001
H 0.211 -6.839 1.472 0.001 -0.001 -0.002
H -0.459 -4.452 1.325 0.004 0.005 -0.015
C 1.063 3.878 7.087 -0.004 -0.004 0.002
C 1.016 3.495 5.635 0.007 -0.005 0.009
C 0.070 4.026 4.777 0.010 0.010 -0.013
C 0.016 3.685 3.426 0.005 0.019 0.002
C -0.961 4.420 2.551 0.022 -0.002 -0.013
C 0.915 2.733 2.944 0.020 -0.021 0.009
Te 0.899 2.086 0.917 0.068 0.039 -0.010
C 1.947 2.249 3.766 -0.029 -0.005 -0.005
C 3.073 1.385 3.262 -0.011 0.006 -0.004
C 1.968 2.634 5.098 -0.001 -0.002 0.006
H 0.213 4.501 7.360 0.001 0.001 0.000
H 1.975 4.432 7.313 0.001 -0.002 0.000
H 1.053 2.992 7.724 -0.002 0.000 0.000
H -0.640 4.754 5.155 0.000 -0.001 0.000
H -1.144 5.415 2.954 -0.009 -0.009 0.006
H -1.925 3.915 2.493 -0.048 -0.049 -0.019
H -0.574 4.540 1.539 -0.002 0.001 -0.009
H 2.759 0.347 3.126 -0.026 -0.058 -0.003
H 3.887 1.368 3.985 -0.002 0.007 -0.006
H 3.479 1.747 2.315 -0.003 -0.004 -0.004
H 2.764 2.262 5.736 -0.001 0.001 -0.001
```
Positions in Å, forces in eV/Å.

Output
* largest force on an atom: 0.2 eV Å⁻¹
* relative energy (zero: lowest compared OMol25 entry of this formula, charge and spin): 0.048 eV
* total charge: +1
* gap between HOMO and LUMO: 6.7 eV
* E_LUMO: -3.567 eV


2.
The following is a DFT calculation (wB97M-V/def2-TZVPD) of a molecular structure, C39H48BBiN11S4Se at a distorted geometry.

XYZ file:
```
105
Properties=species:S:1:pos:R:3:forces:R:3
Bi -1.241 -0.565 -0.657 0.881 -0.113 0.227
C 0.920 -2.515 5.667 0.068 0.006 -0.276
C 0.655 -2.648 4.163 -0.476 -0.591 0.290
C -0.822 -2.338 3.918 0.078 0.000 -0.054
C 1.000 -4.069 3.702 -0.023 0.101 0.025
N 1.521 -1.720 3.430 0.222 0.545 -0.529
C 2.583 -1.033 3.969 0.681 0.342 0.027
C 3.246 -0.450 2.951 0.289 -0.297 0.598
N 2.627 -0.773 1.778 0.090 -0.200 0.398
B 3.236 -0.321 0.432 -0.192 0.057 0.137
N 2.844 1.116 0.056 -0.089 0.284 -0.344
C 3.252 1.653 -1.137 0.241 0.536 -0.237
C 2.786 2.915 -1.229 0.592 -0.167 -0.396
N 2.090 3.191 -0.070 0.066 -0.851 -0.201
C 2.186 2.086 0.734 -0.077 0.226 0.511
S 1.758 2.057 2.346 -0.108 0.034 0.916
C 1.370 4.425 0.240 -0.384 0.607 0.395
C -0.059 4.096 0.690 0.037 -0.010 0.051
C 1.274 5.308 -1.005 0.122 -0.227 0.131
C 2.111 5.172 1.354 -0.056 -0.065 -0.099
N 2.881 -1.407 -0.609 0.106 -0.289 -0.485
C 3.326 -2.673 -0.331 0.308 -0.484 -0.316
C 2.894 -3.503 -1.297 0.409 -0.136 0.525
N 2.156 -2.763 -2.193 0.081 0.257 0.832
C 2.154 -1.474 -1.744 0.021 0.177 -0.200
S 1.401 -0.164 -2.471 -0.323 0.541 -0.375
C 1.838 -3.308 -3.514 0.034 -0.161 -0.909
C 0.733 -2.549 -4.241 0.081 0.074 0.003
C 3.141 -3.230 -4.324 -0.152 -0.037 0.093
C 1.367 -4.759 -3.359 0.071 0.178 0.099
C 1.567 -1.545 2.079 -0.426 -0.388 -0.355
S 0.498 -2.284 0.980 -0.190 -0.214 -0.297
H 0.220 -3.155 6.199 -0.036 -0.035 -0.020
H 1.931 -2.827 5.927 0.070 -0.001 0.059
H 0.761 -1.489 5.994 -0.014 0.060 0.090
H -1.435 -3.056 4.455 -0.068 -0.091 0.118
H -1.066 -1.338 4.266 -0.049 0.144 0.092
H -1.068 -2.404 2.864 -0.087 0.006 0.025
H 0.408 -4.798 4.251 -0.088 -0.071 0.106
H 0.788 -4.175 2.640 -0.020 -0.066 0.029
H 2.057 -4.273 3.869 0.103 -0.019 0.067
H 2.776 -0.971 5.018 -0.002 -0.031 0.150
H 4.112 0.177 2.962 0.119 0.143 0.062
H 4.434 -0.350 0.556 0.215 -0.049 0.109
H 3.841 1.088 -1.831 0.003 -0.014 -0.127
H 2.901 3.621 -2.021 0.002 0.137 -0.189
H -0.598 3.530 -0.066 -0.051 -0.032 -0.122
H -0.043 3.511 1.603 -0.107 -0.021 0.020
H -0.604 5.016 0.879 -0.061 0.217 -0.025
H 0.749 4.785 -1.800 -0.042 0.005 -0.151
H 0.703 6.199 -0.757 -0.059 0.056 0.080
H 2.251 5.627 -1.359 0.151 0.039 -0.075
H 2.191 4.529 2.225 0.032 0.050 0.041
H 3.110 5.459 1.032 0.148 0.036 -0.103
H 1.562 6.069 1.626 -0.111 0.188 0.012
H 3.915 -2.882 0.538 0.061 -0.055 0.181
H 3.034 -4.557 -1.392 0.027 -0.178 -0.019
H 1.022 -1.523 -4.439 -0.068 -0.114 -0.098
H 0.533 -3.046 -5.188 0.014 -0.226 -0.082
H -0.176 -2.552 -3.647 -0.118 0.089 -0.041
H 3.433 -2.188 -4.438 0.017 0.111 -0.047
H 3.947 -3.753 -3.810 0.050 -0.084 0.012
H 3.009 -3.668 -5.310 -0.039 -0.052 -0.127
H 0.539 -4.797 -2.654 -0.086 -0.085 0.069
H 1.013 -5.125 -4.319 -0.003 0.023 -0.073
H 2.159 -5.425 -3.024 0.058 -0.079 0.032
N -4.587 -3.765 -1.501 -0.111 0.185 -0.032
C -3.592 -2.890 -1.796 0.251 -0.268 -0.590
S -2.027 -3.451 -2.030 0.864 -0.479 -0.018
N -3.975 -1.666 -2.104 -2.107 0.400 -0.152
N -3.159 -0.662 -2.145 0.768 0.432 -0.508
C -3.281 0.248 -3.068 -0.897 -1.150 0.175
C -2.305 1.272 -3.223 0.788 0.879 -0.278
C -2.233 2.019 -4.412 -0.142 -0.305 0.305
C -1.134 2.816 -4.638 0.215 0.058 0.267
C -0.158 2.911 -3.651 -0.088 0.011 -0.101
C -0.349 2.215 -2.469 0.190 0.484 -0.142
N -1.384 1.422 -2.260 -0.532 -0.138 -0.164
H -4.294 -4.660 -1.143 0.039 0.163 0.047
H -5.412 -3.364 -1.082 -0.045 -0.035 0.053
H -4.054 0.137 -3.823 -0.034 -0.068 0.047
H -3.009 1.915 -5.153 -0.091 -0.070 -0.105
H -1.025 3.345 -5.574 -0.013 0.052 -0.023
H 0.738 3.495 -3.799 0.021 0.044 0.031
H 0.363 2.275 -1.661 0.131 0.033 0.015
C -5.175 3.423 1.256 -0.030 0.139 0.202
C -4.880 2.736 0.071 0.065 -0.135 -0.233
C -3.795 1.906 0.005 -0.163 0.141 0.007
C -2.940 1.716 1.107 -0.172 0.342 0.347
C -1.826 0.843 1.063 0.277 0.033 0.051
C -1.068 0.705 2.195 -0.027 -0.127 -0.311
C -1.336 1.421 3.375 -0.286 0.294 0.168
C -2.406 2.266 3.434 0.252 -0.155 0.178
C -3.237 2.428 2.306 -0.048 -0.095 -0.314
C -4.364 3.275 2.345 -0.119 0.074 0.002
H -6.048 4.060 1.302 -0.021 0.067 0.026
H -5.519 2.864 -0.792 -0.050 -0.047 -0.087
H -3.577 1.363 -0.895 -0.083 -0.018 -0.158
H -0.223 0.038 2.207 0.023 -0.012 -0.024
H -0.668 1.312 4.220 -0.007 -0.030 0.059
H -2.639 2.817 4.339 0.026 0.025 0.016
H -4.580 3.802 3.266 -0.023 0.031 0.060
Se -4.508 -3.500 1.923 -1.244 -1.202 1.114
C -3.386 -2.489 1.108 1.318 1.426 -0.883
N -2.651 -1.781 0.539 -0.833 -0.711 0.708
```
Positions in Å, forces in eV/Å.

Output
* largest force on an atom: 2.2 eV Å⁻¹
* relative energy (zero: lowest compared OMol25 entry of this formula, charge and spin): 1.378 eV
* total charge: -1
* gap between HOMO and LUMO: 6.1 eV
* E_LUMO: 1.853 eV